Entry 1:
Formula: C47H92F3MgO33
Source: the Open Molecules 2025 dataset
Level of theory: ωB97M-V/def2-TZVPD

Strongest force on any atom ... 0.0518 Eh/bohr
Electronic energy ... -131391.219 eV
Kohn-Sham gap ... 8.7 eV
HOMO ... -10.81 eV
Molecular weight ... 1266.5 g mol⁻¹

```
! wB97M-V def2-TZVPD RIJCOSX def2/J DEFGRID3
* xyz 1 1
Mg 3.1532 -1.0671 -3.1165
F 0.6861 1.4257 -0.3114
F 0.7933 0.3623 1.6170
F 2.5211 1.3340 0.8169
O 1.2634 -4.8136 -3.4789
O 2.0892 -1.4619 3.1189
O 4.3518 2.1103 -5.4044
O 3.7393 2.8774 -3.5128
O -2.0974 4.7163 5.7206
O -1.6186 2.7817 6.7450
O -3.3401 1.0524 -4.0104
O -3.3459 1.5287 0.4925
O 6.9051 -2.8484 -2.5456
O -7.3146 -1.5390 -0.9377
O 1.6653 3.3996 7.0361
O 3.4717 3.8126 5.7085
O -0.5480 0.6292 -4.2239
O -1.6396 2.8752 4.5556
O 4.9168 -1.7004 -2.5729
O 2.4033 -2.9643 -2.8817
O -1.1281 4.4045 -1.5598
O -2.7126 3.0648 -4.4264
O 2.7305 -0.5180 -1.2337
O 6.4658 0.7749 1.9943
O 0.2523 5.3400 -2.9016
O -4.8051 2.4180 -5.0127
O 1.5964 2.8798 4.9605
O 0.0450 -1.6522 4.0506
O 6.7623 -1.0054 -1.5226
O 0.9034 4.9676 -0.7807
O 1.9209 -4.6464 -1.4769
O 0.6879 -2.8329 2.2231
O 0.6157 -1.2072 -0.9310
O 1.4578 -0.3477 -4.0431
O -0.1507 -1.2037 -5.3100
O -2.9781 -5.0166 2.5090
O 4.0312 0.6718 -3.6950
C 0.9048 -4.3333 -4.7782
C 2.3453 3.7664 8.2226
C -1.5221 3.8772 -0.2757
C -3.4644 -6.3799 2.5857
C -5.4201 1.7163 1.6177
C -3.7036 0.2515 0.9511
C -1.6624 -1.7991 -0.8312
C -6.7674 -2.2991 -3.1206
C 4.8483 1.1038 -6.2784
C -0.4199 -3.7257 2.2949
C -0.3432 -1.8419 -0.0825
C -0.3210 1.5682 -3.1689
C -4.6569 0.4816 2.1080
C -7.6123 -1.2899 -2.3151
C -1.8578 3.2212 8.0578
C 4.0574 1.7916 -4.1638
C -1.4554 1.4698 4.4970
C 5.1354 1.0161 2.4179
C 6.7238 2.1644 3.8216
C 2.1572 2.6882 3.6691
C 6.0743 -1.8465 -2.2503
C 1.8772 -4.0247 -2.6384
C 0.8734 -1.9817 3.2390
C 1.4303 0.6362 0.4581
C -4.3903 2.4632 0.7280
C -5.9016 -2.9765 -2.0776
C 2.8213 -4.1165 -0.4787
C -4.7117 -5.1814 0.8903
C -3.8944 -4.2222 1.7956
C 5.2387 1.8132 3.7143
C 3.1966 2.6980 -2.2132
C 2.4987 -0.5351 4.0912
C 6.0420 0.0432 -0.8722
C 6.3063 -4.0309 -3.0497
C -2.9211 4.3510 -4.9723
C 2.3499 3.4287 5.9103
C -1.8261 3.5537 5.6816
C 1.7794 -0.6682 -0.2870
C 0.0760 4.9224 -1.6522
C -1.5079 -1.2072 -5.6996
C 1.5203 5.8487 -3.3161
C -4.3115 0.1041 -3.6662
C 7.3732 0.9808 3.0800
C 0.3321 -0.3057 -4.4702
C -4.1449 -6.5596 1.2269
C -3.7337 2.2089 -4.5217
C -6.6500 -2.7948 -0.7834
H -4.4774 -3.6109 2.4915
H -4.0131 -0.3973 0.1220
H 3.8557 2.4034 -1.3917
H -3.3909 -3.5029 1.1416
H -0.4494 1.2640 4.1257
H 0.1198 -4.9304 -5.2338
H 5.3950 -0.3527 -0.0880
H -4.1853 -6.3397 3.4077
H -0.6823 -3.9700 1.2657
H 0.6424 1.3806 -2.7073
H -2.6009 3.7668 -0.2685
H -3.8116 4.8432 -4.5729
H -5.7314 -4.0305 -2.3046
H 2.3303 -0.8671 5.1206
H 1.9310 0.3984 4.0679
H 1.4657 2.0773 3.1038
H -1.1710 1.5563 -2.4960
H -0.9429 3.1783 8.6479
H 2.8371 3.6534 -1.8306
H -4.9424 -2.4576 -2.0474
H 3.5621 -0.3338 4.0019
H -2.5920 2.5686 8.5302
H 5.4158 0.3546 -5.7288
H -1.8816 -0.2223 -5.9823
H -3.3798 -6.8079 0.4884
H -7.3306 -0.2731 -2.5984
H -6.1071 -1.7878 -3.8165
H -1.4571 0.8637 5.4015
H -8.6874 -1.3630 -2.4868
H -5.7905 -5.1881 1.0434
H 7.0170 -4.8540 -3.1272
H -4.0717 3.3637 1.2549
H 5.3094 0.5037 -1.5366
H -2.4803 -2.3124 -0.3181
H -4.8531 2.7353 -0.2247
H 3.3944 3.4740 8.2181
H -2.0995 4.9648 -4.6025
H 2.2748 4.8397 8.4050
H 5.5984 -4.4536 -2.3332
H -4.9310 -0.2376 -4.4982
H 5.8604 -3.9384 -4.0386
H 1.7696 -4.4056 -5.4371
H -4.5225 -4.9748 -0.1623
H -5.0123 0.4892 -2.9207
H 2.2404 -3.3789 0.0723
H -1.6579 -1.9386 -6.4868
H 3.0942 2.1487 3.8224
H -5.7727 2.2905 2.4743
H -2.2325 4.2447 8.0967
H 4.8794 1.2988 4.6052
H 3.7978 -3.8514 -0.8684
H -2.7869 -0.2280 1.3219
H -7.3843 -2.9802 -3.7060
H 7.4750 0.0593 3.6661
H 4.6023 0.0697 2.5691
H 2.1946 -1.4312 0.3864
H 4.0010 0.6290 -6.7788
H 0.5436 -3.3136 -4.6620
H 1.8592 3.2734 9.0626
H -1.0690 2.9181 -0.0401
H 2.0379 4.9877 -3.7337
H -4.0124 0.7949 2.9347
H -6.3034 1.4313 1.0440
H -7.3576 -3.5841 -0.5118
H 2.3735 3.6369 3.1792
H -4.8842 -7.3594 1.2123
H -0.2376 2.5647 -3.6032
H -3.8513 -0.7829 -3.2353
H -0.1851 -4.6437 2.8288
H -2.2401 1.1301 3.8225
H 1.3901 6.6543 -4.0352
H -5.2264 -0.3767 2.4520
H 2.3829 1.9771 -2.1947
H 6.9747 3.0380 3.2176
H 8.3166 1.1414 2.5561
H 1.9909 6.3246 -2.4532
H 0.0341 -2.8461 0.1266
H -1.9911 -0.7926 -1.0833
H -1.5881 -2.3680 -1.7672
H -2.5543 -6.9381 2.7830
H 4.7429 2.7854 3.6843
H -2.1396 -1.4802 -4.8465
H -0.5025 -1.3091 0.8586
H 5.4448 1.5599 -7.0623
H 7.0633 2.3581 4.8367
H -2.9837 4.4188 -6.0577
H -1.2714 -3.1909 2.7108
H 4.5992 1.5680 1.6431
H -5.9673 -2.7024 0.0645
H 6.6778 0.7875 -0.4118
H 2.9814 -4.9363 0.2222
H -1.1939 4.6237 0.4454
*
```



Entry 2:
Formula: C47H92F3N5O16P
Source: the Open Molecules 2025 dataset
Level of theory: ωB97M-V/def2-TZVPD

Strongest force on any atom ... 0.0413 Eh/bohr
Electronic energy ... -107877.634 eV
Kohn-Sham gap ... 7.2 eV
HOMO ... -9.98 eV
Molecular weight ... 1071.2 g mol⁻¹

```
! wB97M-V def2-TZVPD RIJCOSX def2/J DEFGRID3
* xyz 1 1
P 0.4219 1.9845 -1.5817
F 1.9820 -1.1559 3.0453
F 0.0357 -2.1616 3.1544
F 1.4984 -2.4341 4.7223
O 3.6658 -7.0138 1.0920
O 7.2708 1.5360 1.7953
O -0.1796 2.8725 -0.3507
O -3.8736 0.5416 5.9098
O -2.3731 11.5836 -5.3865
O -0.9017 3.2638 2.5429
O 1.9896 2.3385 -1.6356
O -5.8178 3.3905 -9.4128
O -0.2290 -5.6010 0.8860
O -3.4883 -10.0163 1.5023
O -5.4579 7.8494 -4.5712
O -2.2884 7.9735 -1.1475
O -9.3823 5.3075 -5.0849
O 1.7149 2.4202 6.7979
O 7.7129 -10.7313 1.3346
O 3.2352 -3.7544 3.1745
N 6.0856 -0.3779 1.2122
N 2.2806 -2.3254 0.4685
N 1.6402 -0.2803 -0.5312
N -0.5192 -0.3647 -0.1559
N 0.0318 -1.5058 0.3545
C -4.5436 4.5621 -7.7838
C -9.9445 5.8024 -7.3399
C -0.3537 3.9675 3.3687
C 0.8107 0.3449 7.5224
C -3.5633 8.9242 -3.6318
C 5.0854 -6.2965 2.8125
C -3.0937 5.8674 -0.4040
C 0.8377 -7.6769 0.4197
C 0.7814 4.8842 2.9893
C -0.2731 -6.8168 0.9631
C -7.8090 6.6924 -6.2076
C -4.6583 1.9937 -7.8805
C 3.6580 -2.0310 0.0264
C -2.3089 0.3399 4.1386
C -5.0825 3.3241 -8.4588
C 6.9444 -0.0427 3.5551
C -4.7621 -0.4222 3.9264
C -9.0753 5.8775 -6.1059
C -1.8449 12.3211 -4.5868
C -4.7183 -10.2976 -0.5139
C 1.8622 -3.5397 1.1724
C 4.7364 -2.9421 0.5740
C -0.7700 3.9633 4.8115
C -4.3983 -10.5760 0.9346
C -4.8692 8.8916 -4.3810
C 9.7215 -11.7024 0.5165
C 3.2412 0.6005 6.7177
C -1.4330 -7.5198 1.6081
C 1.3549 -2.3031 3.3836
C 4.5809 -7.3257 1.8323
C 6.8669 -1.5460 0.7824
C 7.8430 -10.8805 -1.0347
C 8.3603 -11.0698 0.3710
C -2.0442 6.8093 -0.9420
C 1.9018 1.2424 6.9930
C -3.6724 0.1885 4.7755
C -0.7522 13.2763 -4.9981
C 1.9388 -3.5256 2.6997
C -5.4124 10.2058 -4.8837
C 6.0654 -2.5055 -0.0699
C -0.6821 6.2183 -1.2128
C -5.2666 -11.5857 1.6415
C 6.8059 0.4582 2.1393
C 5.2158 -8.6849 1.8156
C 1.3637 -1.4347 0.1278
C -2.2474 12.3299 -3.1320
C 0.4865 0.3420 -0.6792
H 10.4734 -11.0923 0.0140
H 0.4475 -8.3517 -0.3443
H 5.2506 -0.6767 1.6998
H 3.6758 -2.1492 -1.0506
H -4.6999 10.6602 -5.5716
H 4.7362 -9.3038 1.0610
H 2.4710 -4.3683 0.8458
H -3.6587 9.5406 -2.7407
H -7.2819 6.6672 -5.2643
H 5.1036 -9.1619 2.7897
H 3.9133 -0.9996 0.2093
H -0.0953 0.9254 7.6776
H 1.6057 -7.0526 -0.0149
H -5.6830 -0.4723 4.5008
H 0.0702 3.6477 5.4322
H 6.2766 -8.6048 1.5820
H 0.6048 -0.4554 6.8092
H -1.6261 0.7893 4.8550
H -2.7783 9.3253 -4.2738
H 1.6782 4.6182 3.5508
H -1.0871 -8.1110 2.4563
H -3.0383 11.6050 -2.9741
H -10.8181 5.1887 -7.1335
H 0.5171 5.9178 3.2141
H -5.1128 1.1891 -8.4531
H -1.3931 12.0687 -2.5060
H 1.2753 -8.2629 1.2263
H 3.1287 -0.1894 5.9723
H 7.7670 -11.8449 -1.5383
H 6.1380 -6.0639 2.6391
H -4.8657 4.5869 -6.7412
H -1.5957 3.2705 4.9521
H -4.9811 1.9191 -6.8409
H 7.2844 -2.0682 1.6448
H -4.9230 5.4444 -8.2931
H 5.8742 -2.0735 -1.0456
H 3.7015 -2.9287 3.3098
H 0.8647 -3.7923 0.8571
H 6.7586 0.7654 4.2440
H -5.1989 -12.5525 1.1410
H -2.1574 -6.7873 1.9580
H -3.2646 5.0553 -1.1125
H -4.9309 0.1877 3.0372
H -3.4534 4.5709 -7.8284
H -4.4788 -1.4311 3.6205
H 9.9739 -11.7817 1.5707
H -2.7657 5.4456 0.5481
H -1.4929 -0.1156 -0.1268
H 4.8795 -2.8299 1.6379
H -1.9184 -8.1835 0.8940
H -1.9222 -0.6390 3.8480
H 7.9486 -0.4053 3.7215
H 3.6451 0.1691 7.6343
H -0.0165 6.9880 -1.5962
H -5.5865 10.8839 -4.0464
H 2.3864 2.2641 -0.7571
H -8.0491 7.7287 -6.4496
H 1.3380 -4.3608 3.0366
H -6.3059 -11.2547 1.6352
H -10.2711 6.8026 -7.6281
H 0.9859 4.7953 1.9235
H -2.3727 0.9866 3.2612
H 6.2451 -0.8415 3.7760
H 4.9585 -6.6445 3.8390
H -3.3025 7.9184 -3.3332
H -1.0559 14.3033 -4.7905
H -4.0244 6.4086 -0.2542
H -4.6290 -11.2135 -1.0992
H -5.7359 -9.9159 -0.6052
H -0.2676 5.8119 -0.2893
H 6.7038 -3.3636 -0.2265
H -1.0902 4.9617 5.1123
H 4.4731 -5.4180 2.6557
H 4.5645 -3.9757 0.3151
H -0.5596 13.1707 -6.0626
H 0.1628 13.0577 -4.4458
H -4.0246 -9.5572 -0.9052
H -0.5158 -2.2245 0.7931
H 0.1610 2.5010 0.4732
H -3.5725 1.8955 -7.9258
H -4.9337 -11.6937 2.6704
H 3.9331 1.3515 6.3433
H 1.1169 -0.0967 8.4716
H 9.7199 -12.6993 0.0741
H -9.3837 5.3602 -8.1649
H -0.7660 5.4188 -1.9505
H -6.3539 10.0313 -5.4006
H 7.6858 -1.1720 0.1840
H -7.1660 6.2788 -6.9872
H -2.6112 13.3198 -2.8530
H 8.5200 -10.2380 -1.5993
H 6.8587 -10.4192 -1.0014
*
```